No. 1
2 unconnected molecules or ions with the total composition C3H10NO, computed with ωB97M-V with the def2-TZVPD basis set.

Geometry (Å):
C: 2.186 0.222 0.400
C: -2.557 0.313 0.321
C: 0.010 -0.046 -0.826
N: 1.051 -0.633 0.028
O: -1.411 -0.462 0.397
H: 1.955 1.253 0.939
H: 2.887 -0.321 0.935
H: 2.729 0.495 -0.496
H: -3.269 -0.346 0.725
H: -2.858 0.524 -0.785
H: -2.552 1.324 0.911
H: -0.239 -0.604 -1.776
H: -0.118 0.985 -0.894
H: 1.541 -1.306 -0.520
H: 0.643 -1.397 0.640

The energy above the lowest of the compared OMol25 structures with the same formula, charge and spin is 98.4 kcal per mole. As for the charge: +1. Its total energy is -249.89695 hartree.

***

No. 2
A single C5H8S3 molecule, computed with ωB97M-V with the def2-TZVPD basis set.

Geometry (Å):
C: -1.047 0.189 1.033
C: -0.630 0.242 -0.405
C: 0.150 1.558 -0.686
C: 1.561 -0.776 -0.024
C: 0.381 -0.694 -0.987
H: -1.951 -2.072 1.022
H: -0.366 0.791 1.656
H: -2.031 0.639 1.125
H: 0.291 1.824 -1.735
H: -0.255 2.414 -0.151
H: 1.314 -1.162 0.949
H: 2.500 -1.194 -0.414
H: 0.801 -0.355 -1.929
S: -1.194 -1.430 1.910
S: 1.793 1.130 0.069
S: -1.318 -1.105 -1.432

The energy above the lowest of the compared OMol25 structures with the same formula, charge and spin is 49.8 kcal per mole. Its total energy is -1389.78615 hartree. The SMILES is SC[C@@]12CSC[C@H]1S2.

***

No. 3
A molecular structure, C4H14NNaPSi, computed with ωB97M-V with the def2-TZVPD basis set.

Geometry (Å):
C: -1.701 -2.669 0.112
P: -0.305 -1.490 0.373
C: 0.894 -2.082 -0.921
Si: -1.047 0.282 -0.779
C: 0.341 1.576 -0.735
C: 1.160 1.655 0.549
N: 0.447 2.335 1.657
H: -2.356 -2.639 0.980
H: -1.281 -3.670 0.035
H: -2.295 -2.492 -0.784
H: 1.917 -1.945 -0.571
H: 0.785 -1.611 -1.896
H: 0.754 -3.154 -1.052
H: -1.361 0.008 -2.199
H: -2.255 0.830 -0.107
H: -0.090 2.563 -0.929
H: 0.996 1.364 -1.583
H: 2.099 2.188 0.383
H: 1.408 0.652 0.895
H: 0.487 3.340 1.517
H: -0.535 2.078 1.682
Na: 1.936 2.879 3.372

The energy above the lowest of the compared OMol25 structures with the same formula, charge and spin is 0.0 kcal per mole. As for the charge: +1. Its total energy is -1008.49694 hartree.

***

No. 4
2 unconnected molecules or ions with the total composition C4H8O2, computed with ωB97M-V with the def2-TZVPD basis set.

Geometry (Å):
O: -1.193 -1.074 1.080
C: 0.131 -1.122 1.336
C: 1.080 -1.565 0.506
C: 0.043 1.381 -0.700
O: 0.529 0.474 -1.596
C: -1.220 1.785 -0.736
H: -1.356 -1.372 0.174
H: 0.345 -0.730 2.331
H: 0.869 -1.950 -0.494
H: 2.092 -1.668 0.877
H: 0.757 1.764 0.032
H: 1.363 0.132 -1.254
H: -1.893 1.363 -1.478
H: -1.547 2.581 -0.078

The energy above the lowest of the compared OMol25 structures with the same formula, charge and spin is 56.1 kcal per mole. Its total energy is -307.62297 hartree. The SMILES is C=CO.C=CO.

***

No. 5
A gas-phase ion, C4H2ClO2S (charge -1), computed with ωB97M-V with the def2-TZVPD basis set.

Geometry (Å):
C: 0.716 1.349 0.038
C: -0.458 1.945 0.080
C: -1.292 -0.777 0.103
C: -0.004 -0.984 0.013
O: 0.995 0.005 0.068
O: 0.693 -2.222 -0.206
S: -1.585 3.053 -0.148
Cl: -2.315 -2.217 0.078
H: 1.678 1.766 -0.051
H: 1.572 -1.918 0.024

As for the charge: -1. Its total energy is -1162.37729 hartree.

***

No. 6
A molecular structure, C24H36LiO18, computed with ωB97M-V with the def2-TZVPD basis set.

Geometry (Å):
Li: 32.243 57.175 49.596
C: 32.362 51.275 51.233
C: 33.065 52.549 50.850
C: 33.807 52.485 49.498
O: 33.214 53.513 48.751
C: 32.173 54.071 49.310
O: 31.473 55.073 48.880
O: 32.144 53.568 50.557
H: 31.754 51.506 52.247
H: 33.100 50.601 51.541
H: 31.691 50.846 50.609
H: 33.721 52.719 51.865
H: 33.542 51.492 48.906
H: 34.791 52.761 49.717
C: 37.370 56.892 53.276
C: 36.916 56.371 51.883
C: 36.570 54.915 51.982
O: 35.248 54.823 51.661
C: 34.761 55.909 51.492
O: 33.536 56.203 51.237
O: 35.608 56.887 51.627
H: 38.220 56.361 53.531
H: 36.423 56.663 53.943
H: 37.504 57.846 53.172
H: 37.495 56.726 51.059
H: 36.884 54.380 52.868
H: 37.093 54.349 51.197
C: 27.473 56.376 53.561
C: 28.857 57.060 53.647
C: 29.980 55.945 53.879
O: 30.555 55.965 52.627
C: 30.123 56.938 51.816
O: 30.592 57.259 50.764
O: 29.138 57.584 52.388
H: 27.127 55.888 52.724
H: 26.876 57.057 53.925
H: 27.431 55.596 54.450
H: 28.835 57.753 54.430
H: 29.699 55.047 54.071
H: 30.689 56.297 54.774
C: 36.023 61.551 51.590
C: 34.542 61.700 51.188
C: 34.333 62.126 49.756
O: 33.336 61.050 49.389
C: 33.235 60.137 50.326
O: 32.641 59.141 50.177
O: 33.853 60.517 51.407
H: 36.142 61.257 52.652
H: 36.502 62.533 51.395
H: 36.458 60.705 51.039
H: 34.208 62.615 51.928
H: 35.205 62.064 49.256
H: 33.999 63.134 49.747
C: 37.813 54.457 47.828
C: 37.307 55.892 47.989
C: 37.154 56.650 46.720
O: 35.814 57.182 46.826
C: 35.197 56.596 47.886
O: 34.000 56.768 48.118
O: 36.038 55.803 48.534
H: 38.779 54.228 47.601
H: 37.120 54.006 47.270
H: 37.916 54.143 48.831
H: 37.824 56.495 48.784
H: 37.144 55.924 45.826
H: 37.764 57.440 46.541
C: 34.623 60.544 46.447
C: 33.159 60.186 46.139
C: 33.121 59.055 45.006
O: 32.260 58.104 45.665
C: 31.901 58.456 46.917
O: 31.263 57.814 47.726
O: 32.459 59.562 47.207
H: 35.258 60.782 45.702
H: 35.101 59.755 46.928
H: 34.731 61.222 47.171
H: 32.573 60.892 45.656
H: 34.037 58.368 44.740
H: 32.828 59.510 43.956

The energy above the lowest of the compared OMol25 structures with the same formula, charge and spin is 4.9 kcal per mole. As for the charge: +1. Its total energy is -2297.68433 hartree.

***

No. 7
3 unconnected molecules or ions with the total composition C26H56F5NO8P, computed with ωB97M-V with the def2-TZVPD basis set.

Geometry (Å):
C: -1.141 1.943 3.669
C: -0.207 1.953 2.458
C: 0.316 0.529 2.266
C: 0.896 3.014 2.678
C: 1.246 3.919 1.482
C: 2.003 5.152 1.980
C: 2.051 3.252 0.340
O: 1.492 3.510 -0.915
P: 1.388 2.272 -2.156
C: 3.320 2.239 -2.287
C: 3.862 1.268 -3.306
F: 3.586 -0.067 -2.910
C: -0.543 2.157 -2.046
C: -1.429 3.244 -1.425
C: -2.029 4.221 -2.399
N: -1.913 5.617 -2.046
O: -2.704 3.876 -3.370
C: 1.305 3.730 -3.475
F: 2.321 3.613 -4.417
F: 0.132 3.669 -4.195
C: 1.405 5.156 -2.931
F: 1.104 6.093 -3.906
F: 2.686 5.414 -2.512
H: -0.550 1.779 4.574
H: -1.875 1.138 3.598
H: -1.666 2.894 3.776
H: -0.786 2.254 1.580
H: -0.496 -0.106 1.899
H: 0.608 0.126 3.241
H: 1.133 0.450 1.559
H: 1.803 2.542 3.072
H: 0.539 3.683 3.468
H: 0.304 4.274 1.062
H: 1.518 5.591 2.853
H: 2.027 5.917 1.200
H: 3.039 4.908 2.221
H: 3.067 3.670 0.377
H: 2.167 2.183 0.523
H: 1.486 1.181 -1.201
H: 1.327 1.304 -3.246
H: 3.757 3.220 -2.477
H: 3.719 1.905 -1.322
H: 3.411 1.400 -4.289
H: 4.952 1.322 -3.388
H: -0.989 1.904 -3.009
H: -0.658 1.254 -1.436
H: -2.341 2.773 -1.030
H: -0.966 3.755 -0.588
H: -1.179 6.037 -2.608
H: -2.769 6.048 -2.381
H: 0.724 5.326 -2.103
C: -1.322 -5.593 -3.371
O: -1.780 -4.584 -4.234
C: -2.790 -3.745 -3.701
C: -2.535 -2.283 -3.982
O: -1.487 -1.705 -3.240
C: -0.140 -2.008 -3.570
C: 0.341 -1.430 -4.875
O: -0.235 -2.101 -5.992
C: -0.593 -1.250 -7.054
H: -2.024 -6.434 -3.315
H: -0.373 -5.954 -3.765
H: -1.153 -5.207 -2.362
H: -2.885 -3.890 -2.618
H: -3.750 -4.014 -4.164
H: -3.428 -1.745 -3.649
H: -2.428 -2.112 -5.056
H: 0.043 -3.085 -3.516
H: 0.444 -1.530 -2.781
H: 1.431 -1.535 -4.916
H: 0.107 -0.361 -4.901
H: -1.072 -0.335 -6.692
H: -1.301 -1.789 -7.683
H: 0.277 -0.971 -7.663
C: -2.532 -4.055 3.192
O: -1.441 -4.581 3.913
C: -0.172 -4.116 3.487
C: 0.710 -3.742 4.653
O: 0.306 -2.570 5.328
C: -0.852 -2.600 6.136
C: -0.710 -3.362 7.433
O: -0.686 -4.764 7.237
C: 0.220 -5.459 8.058
H: -2.655 -4.551 2.225
H: -3.428 -4.226 3.788
H: -2.422 -2.979 3.021
H: -0.278 -3.248 2.827
H: 0.335 -4.909 2.922
H: 1.689 -3.495 4.235
H: 0.842 -4.586 5.336
H: -1.731 -2.937 5.581
H: -1.014 -1.554 6.409
H: -1.571 -3.104 8.066
H: 0.200 -3.029 7.945
H: 1.180 -4.937 8.129
H: 0.389 -6.435 7.605
H: -0.178 -5.606 9.070

As for the charge: -1. Its total energy is -2521.48393 hartree.

***

No. 8
A single C2H5NO4S molecule, computed with ωB97M-V with the def2-TZVPD basis set.

Geometry (Å):
C: 0.500 1.230 -0.300
C: 0.848 -0.014 0.597
N: 1.197 -1.148 -0.161
O: -1.355 -1.113 -1.033
O: -2.861 0.223 0.330
O: -0.903 1.296 -0.475
O: -0.644 -0.410 1.136
S: -1.580 -0.111 -0.116
H: 0.597 2.178 0.368
H: 0.944 0.976 -1.266
H: 1.543 0.111 1.396
H: 1.168 -1.871 0.479
H: 0.546 -1.346 -0.955

The energy above the lowest of the compared OMol25 structures with the same formula, charge and spin is 28.0 kcal per mole. Its total energy is -833.05285 hartree. The SMILES is N[C@H]1COS(=O)(=O)O1.

***

No. 9
A molecular structure, C5H17FGaN4O2, computed with ωB97M-V with the def2-TZVPD basis set.

Geometry (Å):
C: 3.504 -3.457 -2.444
C: 2.580 -2.201 -2.476
C: 1.327 -2.511 -3.352
Ga: -0.326 -3.158 -2.324
F: -0.078 -3.245 -0.462
H: 2.847 -4.334 -2.524
H: 4.213 -3.490 -3.279
H: 4.046 -3.552 -1.493
H: 3.123 -1.360 -2.935
H: 2.338 -1.979 -1.432
H: 1.619 -3.319 -4.045
H: 1.025 -1.643 -3.956
H: -0.756 -4.647 -2.813
H: -1.587 -2.210 -2.717
C: -0.100 0.457 1.250
O: 1.097 0.605 1.022
N: -0.803 1.335 2.030
N: -0.824 -0.580 0.752
H: -1.776 1.247 2.237
H: -0.300 2.107 2.410
H: -0.344 -1.255 0.171
H: -1.799 -0.708 0.933
C: -2.426 4.223 3.234
O: -2.540 3.014 3.355
N: -1.231 4.865 3.382
N: -3.487 5.030 2.939
H: -1.114 5.854 3.284
H: -0.431 4.302 3.599
H: -4.379 4.588 2.822
H: -3.419 6.023 2.833

The energy above the lowest of the compared OMol25 structures with the same formula, charge and spin is 0.0 kcal per mole. As for the charge: -1. Its total energy is -2594.98596 hartree.

***

No. 10
A molecular structure, C35H38N3Ti, computed with ωB97M-V with the def2-TZVPD basis set.

Geometry (Å):
Ti: 0.632 0.433 0.009
C: 1.226 2.563 -3.842
C: 1.838 1.538 -4.622
C: 2.187 0.380 -4.007
C: 1.946 0.191 -2.625
N: 1.250 1.154 -1.879
C: 0.956 2.317 -2.532
C: 2.476 -0.883 -1.878
C: 3.316 -1.927 -2.319
C: 3.833 -2.800 -1.374
C: 3.603 -2.624 -0.020
C: 2.786 -1.542 0.380
N: 2.160 -0.787 -0.558
C: 2.598 -1.021 1.681
C: 3.195 -1.553 2.851
C: 3.299 -0.787 3.967
C: 2.801 0.551 3.928
C: 2.105 0.957 2.834
N: 1.885 0.187 1.724
H: 0.949 3.521 -4.260
H: 2.033 1.676 -5.678
H: 2.678 -0.411 -4.560
H: 0.461 3.053 -1.927
H: 3.561 -2.032 -3.367
H: 4.468 -3.615 -1.704
H: 4.080 -3.257 0.715
H: 3.608 -2.554 2.823
H: 3.775 -1.181 4.857
H: 2.916 1.235 4.757
H: 1.656 1.936 2.802
C: -1.364 1.400 1.163
C: -1.295 2.250 0.011
C: -0.570 3.401 0.376
C: -0.201 3.290 1.739
C: -0.714 2.079 2.222
C: -0.746 1.606 3.643
C: 0.619 4.298 2.487
C: -0.342 4.629 -0.455
C: -2.126 2.058 -1.228
C: -2.484 0.434 1.441
H: -0.483 0.550 3.736
H: -1.750 1.723 4.068
H: -0.056 2.156 4.286
H: 0.211 5.310 2.396
H: 1.656 4.353 2.132
H: 0.661 4.070 3.554
H: -0.845 4.563 -1.423
H: 0.717 4.828 -0.658
H: -0.729 5.520 0.049
H: -1.555 2.065 -2.161
H: -2.887 2.841 -1.321
H: -2.647 1.100 -1.195
H: -2.232 -0.249 2.259
H: -2.728 -0.191 0.584
H: -3.398 0.963 1.747
C: -0.131 -3.313 -1.371
C: -0.952 -2.428 -0.413
C: -0.615 -2.862 1.010
C: -0.558 -0.982 -0.629
C: -2.452 -2.599 -0.715
C: -2.933 -2.300 -1.994
C: -4.278 -2.409 -2.309
C: -5.192 -2.828 -1.344
C: -4.730 -3.138 -0.075
C: -3.374 -3.027 0.233
H: -0.214 -2.975 -2.407
H: -0.477 -4.351 -1.318
H: 0.927 -3.280 -1.094
H: 0.455 -2.727 1.179
H: -0.842 -3.921 1.179
H: -1.148 -2.270 1.759
H: -0.905 -0.614 -1.605
H: -2.238 -1.957 -2.751
H: -4.615 -2.157 -3.307
H: -6.246 -2.902 -1.581
H: -5.428 -3.463 0.687
H: -3.044 -3.260 1.237

The energy above the lowest of the compared OMol25 structures with the same formula, charge and spin is 52.2 kcal per mole. As for the expectation value of S²: 2.371. As for the charge: -1. Its total energy is -2370.24623 hartree. As for the spin multiplicity: 3.

***

No. 11
A molecular structure, C23H49Cl38IO4P3S, computed with ωB97M-V with the def2-TZVPD basis set.

Geometry (Å):
O: 3.262 -1.407 0.975
P: 3.514 -0.703 -0.308
C: 2.069 0.163 -1.058
O: 2.543 1.149 -1.913
P: 2.670 0.463 -3.543
C: 2.855 -0.351 -5.306
C: 3.675 0.523 -6.136
O: 3.557 1.635 -6.241
I: 5.296 -0.427 -7.296
O: 1.076 -0.233 -3.252
C: 1.035 -0.617 -1.930
P: 0.864 -2.442 -1.788
S: -0.414 -3.119 -3.123
H: 3.958 -1.624 -1.268
H: 4.566 0.228 -0.187
H: 1.618 0.675 -0.225
H: 3.152 -0.814 -3.033
H: 4.018 0.964 -3.634
H: 2.062 1.641 -4.055
H: 3.422 -1.240 -5.168
H: 1.918 -0.553 -5.765
H: 0.105 -0.189 -1.591
H: 0.379 -2.732 -0.513
H: 2.134 -2.995 -1.969
C: -1.958 1.412 0.755
Cl: -3.458 1.221 1.679
Cl: -1.440 -0.095 0.002
H: -2.113 2.151 -0.022
H: -1.184 1.736 1.434
C: -6.775 0.237 0.600
Cl: -8.339 0.190 1.422
Cl: -6.338 -1.342 -0.071
H: -6.830 0.950 -0.213
H: -6.015 0.531 1.311
C: 7.991 1.015 0.257
Cl: 8.964 -0.429 -0.061
Cl: 6.623 1.139 -0.850
H: 7.602 0.954 1.267
H: 8.619 1.889 0.141
C: -2.608 3.026 4.965
Cl: -4.037 4.070 4.777
Cl: -1.561 3.169 3.555
H: -2.059 3.334 5.848
H: -2.927 2.005 5.065
C: -6.117 4.370 7.708
Cl: -5.676 5.795 8.659
Cl: -6.174 2.908 8.704
H: -7.095 4.531 7.272
H: -5.376 4.234 6.933
C: -6.479 -1.438 -3.754
Cl: -5.311 -1.005 -5.004
Cl: -7.588 -0.102 -3.393
H: -7.057 -2.281 -4.096
H: -5.942 -1.691 -2.849
C: 2.225 3.263 4.927
Cl: 0.790 2.993 5.936
Cl: 2.721 1.798 4.088
H: 1.987 4.019 4.189
H: 3.034 3.599 5.562
C: 5.838 -0.481 4.137
Cl: 6.638 0.862 3.305
Cl: 5.114 0.030 5.669
H: 5.063 -0.877 3.488
H: 6.579 -1.239 4.346
C: 6.139 -4.629 3.025
Cl: 6.869 -3.148 2.396
Cl: 5.261 -4.349 4.543
H: 5.442 -5.009 2.295
H: 6.923 -5.352 3.209
C: 5.732 -5.858 -1.103
Cl: 5.118 -4.212 -1.227
Cl: 6.192 -6.295 0.554
H: 4.963 -6.545 -1.417
H: 6.601 -5.943 -1.742
C: -1.146 6.306 5.563
Cl: -0.214 7.571 4.750
Cl: -1.950 6.922 7.012
H: -1.897 5.934 4.880
H: -0.473 5.507 5.849
C: -0.493 -6.676 -4.730
Cl: 0.999 -7.268 -3.998
Cl: -1.753 -7.925 -4.763
H: -0.845 -5.835 -4.146
H: -0.282 -6.370 -5.746
C: -6.707 5.744 2.627
Cl: -8.230 5.586 3.521
Cl: -6.218 4.223 1.883
H: -6.835 6.484 1.850
H: -5.933 6.055 3.318
C: -8.570 -3.730 -1.671
Cl: -7.320 -4.470 -2.686
Cl: -9.846 -4.883 -1.258
H: -8.113 -3.377 -0.758
H: -9.013 -2.903 -2.213
C: 2.439 -6.018 0.918
Cl: 2.465 -6.459 -0.802
Cl: 2.455 -4.265 1.108
H: 1.534 -6.415 1.362
H: 3.309 -6.441 1.405
C: -3.853 7.258 -0.401
Cl: -3.712 5.547 0.012
Cl: -5.365 7.978 0.171
H: -3.028 7.791 0.053
H: -3.817 7.355 -1.478
C: 0.223 2.870 -7.240
Cl: 0.394 1.138 -6.985
Cl: -1.151 3.545 -6.348
H: 1.130 3.353 -6.898
H: 0.071 3.054 -8.296
C: -5.390 -0.594 5.093
Cl: -5.342 -1.150 3.423
Cl: -5.170 1.164 5.190
H: -6.351 -0.846 5.522
H: -4.592 -1.076 5.643
C: 8.106 -3.667 -8.222
Cl: 7.837 -1.953 -8.546
Cl: 8.798 -3.937 -6.618
H: 7.154 -4.179 -8.278
H: 8.790 -4.058 -8.964

As for the charge: -1. Its total energy is -20413.91110 hartree.